Model a:
32
Properties=species:S:1:pos:R:3:mulliken_charge:R:1 method="wB97M-V/def2-TZVPD" homo_ev=-13.99 total_charge=+1 homo_lumo_gap_ev=10.47
N 31.859 20.957 48.541 -0.1510
H 32.633 21.196 47.996 0.3278
H 31.288 20.402 47.939 0.2254
H 31.534 21.872 48.768 0.3102
H 32.104 20.371 49.237 0.2006
O 35.323 22.024 50.217 -0.6603
H 34.472 22.265 50.109 0.3624
H 35.117 21.430 50.914 0.3728
O 32.832 18.794 45.548 -0.6181
H 31.950 18.616 45.677 0.2799
H 33.384 18.132 46.100 0.3394
O 29.256 19.249 48.514 -0.6256
H 29.481 18.880 47.530 0.3411
H 28.831 18.576 49.007 0.2981
O 32.532 23.433 47.361 -0.7207
H 33.332 23.871 47.828 0.3602
H 32.621 23.490 46.277 0.3496
O 32.018 17.847 49.283 -0.4949
H 32.259 17.299 48.670 0.2196
H 31.417 17.366 49.768 0.2786
O 33.515 18.260 51.638 -0.6529
H 32.682 18.160 52.253 0.3329
H 33.183 18.412 50.772 0.3399
O 30.576 25.002 48.571 -0.6004
H 31.244 24.375 48.396 0.2845
H 31.234 25.735 48.500 0.3371
O 35.162 20.100 48.415 -0.6860
H 35.171 20.543 47.489 0.2964
H 35.405 20.734 49.183 0.3841
O 32.848 23.154 50.556 -0.6654
H 32.353 23.644 51.309 0.3184
H 33.382 23.977 50.405 0.3163

Model b:
32
Properties=species:S:1:pos:R:3:mulliken_charge:R:1 method="wB97M-V/def2-TZVPD" homo_ev=-13.64 total_charge=+1 homo_lumo_gap_ev=9.64
N 0.322 0.374 -0.639 -0.4882
H 1.017 -0.307 -0.366 0.3704
H -0.576 -0.070 -0.767 0.3666
H 0.497 0.655 -1.593 0.3893
H 0.354 1.183 -0.036 0.3490
O 3.333 -3.264 -4.134 -0.6282
H 2.460 -3.581 -4.365 0.3203
H 3.431 -3.484 -3.208 0.3094
O 0.545 5.629 -2.904 -0.6356
H -0.300 5.618 -2.453 0.3162
H 1.151 6.011 -2.269 0.3195
O -0.119 4.550 1.895 -0.6419
H -0.451 4.497 2.791 0.3245
H 0.178 5.455 1.802 0.3232
O 3.272 1.363 3.452 -0.6487
H 3.018 2.227 3.775 0.3214
H 4.186 1.265 3.721 0.3303
O -4.465 -0.630 1.643 -0.6512
H -5.277 -0.879 1.201 0.3284
H -4.733 -0.421 2.538 0.3252
O -2.195 -3.473 -2.472 -0.6422
H -1.664 -4.267 -2.419 0.3201
H -3.096 -3.779 -2.366 0.3254
O -4.099 1.755 -2.420 -0.6414
H -4.518 2.571 -2.146 0.3281
H -4.219 1.163 -1.678 0.3128
O 0.865 -2.392 4.367 -0.6209
H 0.780 -2.744 3.481 0.3047
H 1.295 -1.545 4.249 0.3134
O 2.652 -4.337 0.506 -0.6494
H 2.852 -5.162 0.064 0.3181
H 3.507 -3.982 0.750 0.3315

Stability summary - winner: model b; margin: 1.528 eV.

Model a:
50
Properties=species:S:1:pos:R:3:mulliken_charge:R:1 method="wB97M-V/def2-TZVPD" homo_ev=-8.23 homo_lumo_gap_ev=7.81
C -1.048 -2.541 1.072 -0.9479
O -1.922 -1.501 0.698 -0.4719
C -1.395 -0.273 0.397 1.4225
C -0.036 -0.018 0.419 -0.6219
C 0.496 1.243 0.124 0.5800
C 1.905 1.527 0.142 -0.4738
C 2.952 0.697 0.357 0.3568
C 2.893 -0.659 0.706 0.2079
N 2.936 -1.768 1.015 -0.6468
C 4.337 1.292 0.377 0.3151
O 4.568 2.290 1.034 -0.6663
N 5.282 0.674 -0.362 0.0157
C 5.114 -0.443 -1.264 -0.7068
C 5.987 -1.608 -0.781 -0.4927
O 7.337 -1.215 -0.682 -0.3871
C 7.492 -0.130 0.206 -0.5526
C 6.670 1.079 -0.249 -0.7557
C -0.394 2.270 -0.203 -1.0037
C -1.747 2.029 -0.237 -0.6625
C -2.283 0.772 0.053 0.1070
O -3.628 0.717 -0.032 -0.3090
C -4.356 -0.480 0.182 -0.4356
C -5.820 -0.194 -0.033 0.5131
C -6.645 -1.161 -0.590 -0.5130
C -7.995 -0.912 -0.765 -0.5744
C -8.530 0.309 -0.394 -0.4385
C -7.710 1.279 0.158 -0.5306
C -6.363 1.027 0.342 -0.4594
H -0.353 -2.796 0.267 0.3606
H -0.482 -2.289 1.974 0.3570
H -1.692 -3.395 1.277 0.2669
H 0.643 -0.810 0.681 0.4470
H 2.168 2.558 -0.064 0.4271
H 4.071 -0.749 -1.325 0.4914
H 5.453 -0.133 -2.261 0.2977
H 5.959 -2.431 -1.495 0.3368
H 5.616 -1.958 0.194 0.3521
H 7.175 -0.425 1.218 0.3397
H 8.556 0.107 0.214 0.3381
H 7.027 1.424 -1.226 0.3152
H 6.732 1.892 0.475 0.3992
H -0.019 3.256 -0.432 0.3786
H -2.444 2.811 -0.492 0.4448
H -4.020 -1.263 -0.506 0.3677
H -4.201 -0.837 1.210 0.3356
H -6.230 -2.114 -0.885 0.3612
H -8.629 -1.672 -1.197 0.3909
H -9.583 0.505 -0.536 0.3744
H -8.123 2.234 0.448 0.3760
H -5.720 1.781 0.770 0.3742

Model b:
50
Properties=species:S:1:pos:R:3:mulliken_charge:R:1 method="wB97M-V/def2-TZVPD" homo_ev=-8.74 homo_lumo_gap_ev=9.30
C 3.454 0.435 0.430 -1.8260
C 2.297 0.302 -0.509 0.7411
C 1.250 1.187 -0.633 0.0963
C 1.116 2.529 0.166 0.1976
C 0.248 3.560 -0.597 -1.6431
C 0.568 2.299 1.570 0.1699
C 1.116 2.899 2.686 -0.4745
C 0.537 2.683 3.944 -0.7590
C -0.458 1.676 4.131 -0.5755
C -0.943 1.002 2.985 -0.1312
O -1.872 -0.011 3.165 -0.4686
C -1.846 -1.010 2.227 -0.1613
C -0.658 -1.776 2.000 0.2757
C -0.641 -2.812 0.997 -0.6654
C -1.835 -3.091 0.343 -0.3928
C -2.976 -2.374 0.606 -0.5220
C -2.979 -1.299 1.478 -0.3631
C -0.489 1.410 1.753 0.4392
O 0.312 0.914 -1.595 -0.6344
C -0.038 -0.471 -1.665 1.4432
C -1.018 -0.951 -2.732 0.0713
N -2.275 -0.541 -2.902 -0.4752
O -2.954 -0.840 -4.100 -0.4646
C -0.379 -1.975 -3.691 -0.5352
C 1.052 -2.161 -3.163 -0.6029
N 1.114 -1.249 -2.008 0.1388
C 2.288 -0.919 -1.349 0.3457
O 3.251 -1.627 -1.531 -0.7186
H 3.274 1.224 1.184 0.3710
H 4.383 0.707 -0.092 0.3083
H 3.617 -0.448 1.036 0.3501
H 2.126 2.935 0.258 0.7236
H 0.229 4.503 -0.011 0.4319
H 0.615 3.697 -1.610 0.4133
H -0.801 3.219 -0.639 0.2769
H 1.935 3.588 2.537 0.4286
H 0.896 3.259 4.783 0.3927
H -0.843 1.464 5.136 0.4465
H 0.241 -1.556 2.583 0.4144
H 0.255 -3.351 0.692 0.4086
H -1.881 -3.889 -0.353 0.4772
H -3.902 -2.625 0.031 0.3082
H -3.894 -0.692 1.612 0.4067
H -0.990 0.988 0.876 0.4083
H -0.448 -0.807 -0.690 -0.7211
H -3.792 -0.329 -4.191 0.3557
H -0.925 -2.937 -3.698 0.3396
H -0.384 -1.629 -4.708 0.3650
H 1.211 -3.210 -2.865 0.2757
H 1.833 -1.899 -3.875 0.3134

Stability summary - winner: model a; margin: 1.245 eV.